Model one:
A structure of composition C33H34N6O2SSc. Source: the Open Molecules 2025 dataset; level of theory: ωB97M-V with the def2-TZVPD basis set.

ORCA input file:
```
! RIJCOSX wB97M-V def2-TZVPD def2/J DEFGRID3
* xyz -1 1
Sc 0.2282 0.3063 -1.1269
S 2.4393 0.2614 -2.7008
O -0.1458 2.0022 -2.1143
O 1.1283 -0.9668 0.0797
N -0.0939 -1.7797 -2.1904
N -2.0096 0.0903 -1.9629
N 2.9753 1.6050 -0.3686
N -0.8507 1.3177 0.7162
N 4.7181 0.6264 -1.4546
N 1.6606 1.6321 -0.1007
C 5.5815 0.6883 -0.2804
C 3.3772 0.8828 -1.3979
C -2.0386 3.1061 2.4728
C 3.6784 -4.1783 -0.3552
C -1.8128 5.0978 -1.2813
C -2.8721 -4.5913 1.8070
C 3.8495 -3.2522 0.6815
C 3.0025 -2.1798 0.8153
C -1.2544 -1.8999 -3.0524
C -4.4727 -4.3034 3.6001
C -2.7443 2.0055 2.0060
C 2.6498 -3.9909 -1.2465
C -0.7348 3.2895 2.0630
C -3.4626 3.3920 -1.5551
C 1.2258 2.5191 0.7360
C 1.9356 -1.9580 -0.0900
C -1.7013 -2.6582 0.8129
C -2.4670 2.4449 -1.8174
C -4.2671 -2.9241 3.5245
C -2.6166 -3.1797 1.7158
C 6.1353 2.0871 -0.0113
C -3.3852 -2.3725 2.6207
C -2.0998 1.1472 1.1364
C -1.0942 2.8368 -1.8417
C -2.4256 -1.2494 -2.3197
C -2.8264 1.0664 -2.0599
C 1.7857 -2.8916 -1.1542
C -3.1556 4.7044 -1.2743
C 2.1015 3.6223 1.2534
C 0.6932 -2.7814 -2.0815
C -0.1542 2.3826 1.1734
C -0.8135 4.1997 -1.5738
C -3.7570 -5.1204 2.7174
H -2.6087 -1.8248 -1.4002
H 3.1174 -1.4683 1.6244
H -3.8658 0.8791 -2.3563
H -1.0739 -1.3670 -3.9934
H 5.0236 0.3415 0.5930
H -3.3293 -1.2562 -2.9401
H -2.3265 -5.2457 1.1334
H -5.1644 -4.7249 4.3204
H 6.4066 -0.0037 -0.4522
H -2.5050 3.8020 3.1585
H 3.0662 3.5496 0.7621
H 4.3367 -5.0330 -0.4414
H -0.1555 4.1259 2.4270
H -1.5582 6.1275 -1.0562
H -2.6063 0.2572 0.7778
H 0.5245 -3.6655 -2.7078
H -3.9358 5.4191 -1.0471
H -4.8185 -2.2700 4.1953
H 2.4881 -4.7045 -2.0485
H 5.3189 2.7485 0.2622
H 1.6586 4.5945 1.0266
H 4.9508 -0.0279 -2.1793
H 6.6192 2.4813 -0.9061
H -1.4516 -1.6048 0.7849
H -1.1169 -3.3196 0.1817
H 2.2510 3.5458 2.3329
H -1.4866 -2.9441 -3.2850
H -3.9042 -6.1965 2.7525
H -3.7615 1.8109 2.3125
H -4.4975 3.0627 -1.5490
H -3.2485 -1.2939 2.5922
H 4.6560 -3.3912 1.3924
H 6.8592 2.0600 0.8068
H 0.2281 4.4999 -1.5947
*
```

Properties
HOMO level: -1.7 eV

Model two:
A structure of composition C33H34N6O2SSc. Source: the Open Molecules 2025 dataset; level of theory: ωB97M-V with the def2-TZVPD basis set.

ORCA input file:
```
! RIJCOSX wB97M-V def2-TZVPD def2/J DEFGRID3
* xyz -1 1
Sc 0.0460 -0.4790 0.7679
S 2.0831 -0.9350 2.2845
O -0.7572 0.8621 2.1311
O 0.3359 -2.2407 -0.2357
N 1.2455 1.4669 0.3418
N -0.1407 0.1115 -1.4892
N -2.2184 -0.9109 0.5529
N 0.2344 -2.7829 3.1622
N -0.6222 -2.1332 2.3244
N 2.3324 -2.9136 3.9944
C -4.9050 -1.5303 0.3815
C -2.6160 0.6129 -5.4647
C -2.7634 1.4998 -4.3420
C -0.5483 -0.6513 -2.4378
C -2.3209 -3.7788 2.9988
C -0.8724 -2.0524 -2.2672
C -0.3613 -2.7871 -1.1715
C 1.0433 3.5678 4.6867
C -3.0223 -0.2230 -0.2705
C -1.8416 2.6022 -4.3516
C -0.6416 -4.1688 -1.1248
C -1.3876 -4.7683 -2.1064
C 2.0149 -4.1093 4.7473
C 1.5889 1.6859 -1.0593
C -0.8634 2.7444 -5.3131
C -4.0731 -2.2367 1.2370
C -0.0556 2.7986 5.0908
C 0.9548 2.4746 2.5261
C -3.6773 1.2862 -3.3189
C -1.5986 -2.6950 -3.2727
C -1.8171 -2.5900 2.2382
C -1.8816 -4.0412 -3.1956
C -1.6294 0.7755 -6.4141
C -0.1664 1.6979 2.9246
C -0.7130 1.8311 -6.3618
C 1.4539 2.4137 1.1726
C 1.4495 -2.2827 3.1764
C 1.9815 -5.3697 3.8892
C -2.7308 -1.8910 1.3151
C 0.3101 1.4530 -1.8480
C 1.5186 3.4076 3.4060
C -0.6537 1.9031 4.2371
C -4.3838 -0.4977 -0.3715
H 3.2817 -2.5908 3.9421
H 2.0202 3.2910 0.8373
H -0.6438 -0.2408 -3.4441
H 2.9546 -5.5492 3.4290
H -0.4383 2.1876 -1.5339
H -1.5680 0.0582 -7.2285
H -0.4474 2.9165 6.0949
H -4.9964 0.0720 -1.0579
H 1.2405 -5.2579 3.0988
H -1.9196 3.3406 -3.5602
H -4.4500 0.5274 -3.3943
H 1.0467 -3.9617 5.2261
H -0.1942 3.5993 -5.2520
H 2.3570 4.0038 3.0595
H -5.9550 -1.7841 0.3205
H -4.4619 -3.0461 1.8365
H -1.5943 -5.8319 -2.0386
H 1.7206 -6.2397 4.4958
H 0.4557 1.5602 -2.9241
H 1.4994 4.2767 5.3644
H -3.1637 -3.4967 3.6340
H 1.9928 2.6901 -1.2238
H -2.6682 -4.5564 2.3137
H -1.9453 -2.0978 -4.1060
H -3.3134 -0.2152 -5.5575
H 2.7644 -4.2070 5.5352
H 0.0592 1.9480 -7.1107
H -1.5241 -4.1764 3.6174
H 2.3325 0.9459 -1.3677
H -1.5082 1.3149 4.5466
H -3.8243 2.0488 -2.5592
H -2.5756 0.5417 -0.8944
H -0.2486 -4.7326 -0.2870
H -2.4514 -4.5260 -3.9630
*
```

Properties
HOMO level: -2.2 eV

The structure with the greatest stability is model two.

Model one:
A cluster of 2 separate species, C3H3NS2 in total. Source: the Open Molecules 2025 dataset; level of theory: ωB97M-V with the def2-TZVPD basis set.

ORCA input file:
```
! RIJCOSX wB97M-V def2-TZVPD def2/J DEFGRID3
* xyz 0 1
S 0.1427 1.3290 -0.5149
S -3.3244 0.7226 -0.0565
N -1.2200 -2.3843 -0.5567
C 1.4696 0.5137 0.4666
C -0.9901 0.1401 -0.5988
C -1.1083 -1.2262 -0.5647
H 2.2654 -0.0786 -0.1509
H 0.9299 -0.2868 0.8643
H 1.8350 1.2705 1.1116
*
```

Properties
HOMO level (alpha / beta): -9.8 / -8.6 eV

Model two:
An isolated molecule of C3H3NS2. Source: the Open Molecules 2025 dataset; level of theory: ωB97M-V with the def2-TZVPD basis set.

ORCA input file:
```
! RIJCOSX wB97M-V def2-TZVPD def2/J DEFGRID3
* xyz 0 1
S -1.0801 2.7903 -2.0856
S -0.1863 2.4091 0.8448
N -0.1043 0.5154 -1.1278
C 0.3638 0.0087 2.1984
C 0.1972 1.0515 1.6288
C -0.4108 1.7814 -0.9877
H 0.1919 -0.9665 2.5838
H 0.1171 0.1554 -2.1062
H 0.0038 0.1086 -0.1717
*
```

Properties
HOMO level: -8.8 eV
SMILES: C#CSC(N)=S

The structure with the greatest stability is model two.

Model one:
A cluster of 12 separate species, C36H72O36 in total. Source: the Open Molecules 2025 dataset; level of theory: ωB97M-V with the def2-TZVPD basis set.

ORCA input file:
```
! RIJCOSX wB97M-V def2-TZVPD def2/J DEFGRID3
* xyz 0 1
O -6.2380 0.3834 -1.9342
O -0.6851 -3.7793 2.8102
O -3.0163 -0.1197 -3.3283
O 1.3470 -1.2801 -4.6864
O 4.9308 4.3476 4.3729
O -6.9409 -1.2427 -3.0808
O 4.3861 0.1627 2.8183
O 1.3609 -2.7061 -1.4169
O -6.0096 -4.7012 0.2791
O -1.0487 3.2466 5.8337
O 2.9736 3.3775 4.8708
O -1.5262 1.1597 5.5132
O -1.7775 1.4639 -4.3687
O 2.2847 5.9842 1.5918
O -6.9376 -1.4560 -0.8183
O -1.7823 -0.0235 0.6905
O 5.5093 0.9925 -2.3148
O 0.4488 0.1936 0.5150
O 6.1808 3.0094 -1.4778
O 0.6292 5.0346 0.3955
O -2.4659 2.7131 4.1688
O 4.2073 2.2981 -1.0374
O 2.3727 -4.6526 -2.0325
O 0.0009 -2.9860 -5.2223
O -3.2030 0.3883 -5.5175
O 6.2605 -0.1029 1.7555
O 2.5423 5.7906 -0.5348
O 0.2314 -4.1335 -2.4950
O -2.2065 -4.7626 3.9970
O -0.7806 1.4603 1.9017
O -4.8058 -6.4312 -0.4847
O 1.9361 -2.7426 -6.2466
O 4.4226 -1.0608 0.9417
O -2.6906 -2.8108 2.9563
O -4.0316 -4.3088 -0.4015
O 3.5959 3.4515 2.8121
C 5.3747 1.9658 -1.6115
C -4.9209 -5.2579 -0.2190
C 2.9614 -1.8289 -6.6067
C 3.9347 3.7548 4.0424
C 7.4387 3.0820 -2.1117
C -1.7306 2.3942 5.0591
C 1.5228 5.8480 2.7944
C -7.1858 -5.4193 0.5901
C -2.7040 -4.6178 -0.8153
C -1.9441 -0.8014 -0.4880
C 2.9862 0.0115 2.8315
C -4.3977 -0.3540 -5.7299
C -2.6899 0.4698 -4.3170
C -5.7905 1.1408 -0.8395
C 1.7258 5.5436 0.4652
C -0.6261 0.5227 0.9680
C 2.1863 5.2465 -1.8131
C 7.0477 -0.6880 0.7285
C 0.5281 -0.8716 -3.6064
C -0.1604 -2.7162 2.0162
C 3.0595 3.9050 6.2219
C -6.6993 -0.8596 -1.8262
C 0.0105 -5.3202 -3.2420
C 1.4535 -3.8888 -1.9986
C 4.4371 3.6801 1.6875
C 0.2647 2.4132 2.0236
C -3.5486 -4.8330 4.4557
C -1.0338 4.6056 5.4582
C 4.9800 -0.3763 1.7685
C 0.9937 -2.3498 -5.3916
C 3.0549 1.4620 -1.1052
C -1.3141 1.9766 -3.1412
C 2.5669 -2.1686 -0.8246
C -7.6903 -2.4246 -3.2757
C -1.9295 -3.6983 3.2376
C -2.0862 0.0967 4.7556
H 2.9203 -1.4260 -1.5442
H 0.6737 -1.5195 -2.7401
H -1.7424 -1.8513 -0.2905
H -1.9959 5.1157 5.5155
H -0.5366 -0.9041 -3.8333
H 2.8575 4.9681 6.0825
H 2.6711 -1.0154 2.6482
H -5.0921 0.0140 -4.9698
H 2.3714 0.6239 2.1659
H -0.6215 4.7148 4.4541
H -8.6193 -2.2254 -3.8121
H 2.1238 4.1576 -1.7862
H 1.2199 5.6264 -2.1349
H -4.7944 0.7806 -0.5739
H -1.6237 -0.8193 5.1201
H -4.3213 -1.4317 -5.5859
H 8.0722 -0.6613 1.0949
H -0.9797 -5.1228 -3.6432
H 7.8265 2.1331 -2.4745
H -0.5271 1.4461 -2.5952
H 1.7743 4.9379 3.3366
H -0.3309 -1.7096 2.3902
H -7.2109 -3.1928 -3.8848
H 4.9038 2.7115 1.4993
H 3.6800 -2.3473 -7.2415
H -0.9341 2.9916 -3.2275
H 0.4673 5.9772 2.5703
H -2.2926 -5.5311 -0.3868
H 1.8647 6.6757 3.4166
H 5.3188 4.2282 2.0369
H -4.7949 -0.1640 -6.7210
H -7.5040 -5.2268 1.6138
H -0.3733 5.0856 6.1790
H 2.4902 0.2894 3.7649
H 0.7724 -5.4332 -4.0143
H -6.4050 1.0824 0.0636
H 4.0746 3.7404 6.5693
H 2.2555 -1.5830 0.0334
H 3.3242 -2.9191 -0.6389
H -2.1585 -3.7192 -0.5565
H 0.7220 2.5974 1.0489
H -7.9800 -5.0019 -0.0296
H 0.8943 -2.9543 2.1704
H 0.8262 0.1442 -3.3696
H 2.7251 1.1139 -2.0852
H -7.0234 -6.4802 0.4095
H -3.9373 -5.8455 4.5208
H -0.3641 -2.7734 0.9505
H 2.3141 2.1868 -0.7682
H -0.1433 3.3377 2.4127
H 3.0324 5.5157 -2.4371
H 2.2667 3.4542 6.8056
H -7.9208 -2.8771 -2.3121
H 3.0710 0.6013 -0.4399
H -3.1716 0.1339 4.7785
H -1.7262 0.1130 3.7229
H -3.5745 -4.2908 5.4010
H -2.7429 -4.7884 -1.8926
H 6.8662 -0.2274 -0.2389
H -5.7963 2.1978 -1.0952
H 6.8698 -1.7638 0.6509
H 8.1169 3.5105 -1.3709
H -2.0697 1.9931 -2.3497
H 1.1158 2.0169 2.5832
H 3.9761 4.1653 0.8392
H 3.4798 -1.5101 -5.7040
H 7.4682 3.8225 -2.9131
H -2.9250 -0.6040 -0.8988
H -4.2910 -4.3355 3.8260
H 2.7009 -0.9640 -7.2196
H -1.2037 -0.5853 -1.2615
H 0.0699 -6.2019 -2.6001
*
```

Properties
HOMO level: -10.5 eV
SMILES: COC(=O)OC.COC(=O)OC.COC(=O)OC.COC(=O)OC.COC(=O)OC.COC(=O)OC.COC(=O)OC.COC(=O)OC.COC(=O)OC.COC(=O)OC.COC(=O)OC.COC(=O)OC

Model two:
A cluster of 12 separate species, C36H72O36 in total. Source: the Open Molecules 2025 dataset; level of theory: ωB97M-V with the def2-TZVPD basis set.

ORCA input file:
```
! RIJCOSX wB97M-V def2-TZVPD def2/J DEFGRID3
* xyz 0 1
O 24.6921 13.5394 -12.8452
O 28.6669 6.8418 -14.7921
O 23.6387 2.2451 -12.6242
O 24.1008 18.3154 -19.3029
O 22.0549 16.9010 -3.1877
O 15.7945 15.3464 -16.8922
O 21.2846 7.3547 -20.0919
O 34.3112 18.8979 -13.7214
O 21.9896 18.4477 -1.5915
O 21.1489 6.8152 -22.1938
O 16.6910 13.5399 -15.7412
O 15.1124 12.1684 -5.4863
O 33.4151 17.6888 -12.0476
O 27.8615 8.3270 -16.1221
O 25.3136 21.6222 -8.9251
O 23.3939 4.3855 -12.1417
O 23.9247 22.1996 -10.6186
O 31.7765 16.9637 -2.7817
O 28.5955 6.9501 -6.0093
O 15.7850 12.0672 -7.5996
O 22.0710 5.2960 -20.7613
O 31.4641 17.1168 -5.0473
O 33.9463 19.9261 -11.8457
O 28.2610 6.1444 -16.8751
O 25.8056 19.5680 -18.5130
O 25.2211 23.6724 -9.8829
O 23.0688 2.7174 -10.5348
O 25.4870 14.3768 -10.8443
O 15.4448 14.1667 -6.6431
O 28.8723 5.4691 -7.7815
O 20.3196 16.8420 -1.5981
O 33.3635 17.0109 -4.3361
O 28.7888 7.6229 -8.1879
O 26.0962 17.3932 -19.1720
O 24.2019 12.6477 -10.7686
O 17.9027 14.9946 -17.0798
C 23.2905 20.9153 -10.7393
C 28.7643 6.7054 -7.2219
C 21.3734 19.1897 -0.6123
C 28.9716 8.9793 -7.7957
C 23.2099 19.4074 -19.4129
C 24.8435 13.4752 -11.6177
C 28.2306 7.0251 -15.9869
C 14.7676 12.7519 -4.2260
C 27.4088 8.6994 -17.3908
C 21.5751 15.7519 -3.8786
C 21.4409 6.0412 -23.3446
C 29.1939 5.6334 -14.3819
C 26.3926 15.3270 -11.4439
C 22.5998 3.6323 -9.5624
C 33.3873 19.9022 -10.5801
C 27.4132 17.2630 -18.5487
C 23.5810 11.5179 -11.3336
C 23.7840 2.4191 -14.0379
C 33.9318 18.7162 -12.4330
C 34.3422 17.8194 -14.6458
C 21.5606 6.3867 -21.0147
C 26.3908 24.2164 -9.3054
C 19.0743 14.2818 -16.6459
C 24.8190 22.4590 -9.6952
C 15.4905 12.9357 -6.6023
C 14.4937 15.1178 -16.4478
C 25.3635 18.5159 -18.9513
C 23.3723 3.2060 -11.8064
C 16.7869 14.5299 -16.5416
C 30.0956 17.4521 -4.8651
C 34.3690 17.1891 -3.3485
C 16.2237 12.4984 -8.8306
C 32.1571 17.0072 -3.9317
C 29.0211 4.3229 -6.9258
C 21.4331 7.1025 -18.7251
C 21.3708 17.2886 -2.0255
H 29.9464 18.5137 -5.0623
H 22.2372 21.1825 -10.6540
H 21.0438 15.9153 -4.8162
H 33.9560 19.3025 -9.8694
H 23.5020 20.2681 -9.8881
H 22.4595 15.1699 -4.1380
H 29.6839 17.2810 -3.8704
H 28.3002 8.8682 -17.9951
H 22.8782 3.1423 -8.6294
H 26.7268 16.0924 -10.7434
H 26.8553 9.6330 -17.2899
H 26.2661 25.2949 -9.2087
H 23.4477 20.3659 -11.6675
H 14.6404 13.8258 -4.3628
H 28.1329 9.2404 -7.1504
H 22.8054 19.4238 -20.4249
H 20.7127 5.2352 -23.4349
H 29.8863 9.2908 -7.2913
H 15.4033 13.0526 -9.2865
H 26.7121 8.0227 -17.8855
H 33.9503 17.8081 -2.5550
H 15.4570 12.4310 -3.4451
H 26.4235 23.9090 -8.2602
H 26.0101 15.7936 -12.3517
H 27.3323 23.9468 -9.7840
H 22.3045 19.2283 -18.8330
H 28.3944 4.9208 -14.1793
H 34.6639 16.2814 -2.8219
H 21.3515 7.9874 -18.0940
H 14.3458 14.0396 -16.5077
H 35.3330 17.5976 -3.6518
H 22.0905 19.5058 0.1453
H 27.9290 18.1996 -18.7604
H 28.8681 9.5808 -8.6988
H 27.3093 14.8538 -11.7957
H 19.2134 13.3174 -17.1344
H 28.1462 4.2068 -6.2862
H 29.8423 4.4684 -6.2240
H 33.3189 20.9215 -10.1998
H 23.7094 20.2865 -19.0057
H 29.7611 5.1142 -15.1544
H 23.1270 4.5842 -9.4998
H 20.9639 15.0744 -3.2825
H 22.4797 5.7137 -23.3877
H 33.4587 17.1850 -14.5739
H 32.3840 19.4860 -10.6704
H 29.5230 16.9079 -5.6161
H 19.0716 14.2568 -15.5562
H 24.7214 2.7530 -14.4828
H 14.3904 15.3124 -15.3803
H 29.7762 5.7215 -13.4647
H 17.0115 13.2497 -8.7764
H 13.7009 15.6607 -16.9625
H 19.9756 14.8651 -16.8346
H 21.4118 6.6916 -24.2188
H 21.5402 3.8432 -9.7065
H 13.8177 12.2648 -4.0057
H 22.4008 6.6271 -18.5654
H 20.6522 18.7070 0.0471
H 20.9874 20.1314 -1.0025
H 20.5316 6.5656 -18.4299
H 16.6338 11.7253 -9.4804
H 27.9692 16.4011 -18.9177
H 34.5040 18.0774 -15.6923
H 27.2306 17.2090 -17.4755
H 24.2796 11.0110 -11.9993
H 23.3640 10.8770 -10.4790
H 23.0155 3.0526 -14.4809
H 29.2324 3.3699 -7.4109
H 23.6130 1.4133 -14.4216
H 22.6019 11.6861 -11.7821
H 35.1103 17.0602 -14.4980
*
```

Properties
HOMO level: -10.6 eV
SMILES: COC(=O)OC.COC(=O)OC.COC(=O)OC.COC(=O)OC.COC(=O)OC.COC(=O)OC.COC(=O)OC.COC(=O)OC.COC(=O)OC.COC(=O)OC.COC(=O)OC.COC(=O)OC

The structure with the greatest stability is model one.

Model one:
An isolated molecule of C4H5NS. Source: the Open Molecules 2025 dataset; level of theory: ωB97M-V with the def2-TZVPD basis set.

ORCA input file:
```
! RIJCOSX wB97M-V def2-TZVPD def2/J DEFGRID3
* xyz 0 1
S -1.8247 -1.7523 -0.1607
N -2.3845 1.8270 -0.1761
C 1.2434 0.0129 -0.5341
C -1.0320 -0.3705 0.1702
C 0.3579 -0.2551 0.6483
C -1.7885 0.8491 0.0469
H 2.2857 0.1714 -0.2503
H 0.6392 -1.1827 1.1967
H 0.8454 0.9445 -1.0380
H 0.3740 0.5758 1.3819
H 1.2839 -0.8201 -1.2849
*
```

Properties
HOMO level: -9.6 eV
SMILES: CCC(=S)C#N

Model two:
An isolated molecule of C4H5NS. Source: the Open Molecules 2025 dataset; level of theory: ωB97M-V with the def2-TZVPD basis set.

ORCA input file:
```
! RIJCOSX wB97M-V def2-TZVPD def2/J DEFGRID3
* xyz 0 1
S -0.6014 0.7393 0.3275
N 0.9886 -0.0916 -2.5369
C 0.9112 -1.5140 -0.2399
C 0.0235 -0.7708 0.5300
C -1.2528 1.1804 1.9221
C 1.1829 -0.7776 -1.5433
H 1.2008 -2.5536 0.0741
H -1.7036 2.0872 1.9451
H -0.2287 1.4412 2.4705
H 0.0579 -1.2621 1.5765
H -1.8137 0.3915 2.4385
*
```

Properties
HOMO level: -8.7 eV
SMILES: CS/C=C\C#N

Model three:
An isolated molecule of C4H5NS. Source: the Open Molecules 2025 dataset; level of theory: ωB97M-V with the def2-TZVPD basis set.

ORCA input file:
```
! RIJCOSX wB97M-V def2-TZVPD def2/J DEFGRID3
* xyz 0 1
S 2.7723 -0.0878 -0.2500
N 1.5497 -0.8613 0.3968
C -1.5938 1.1570 0.0378
C -0.1251 1.6843 0.2143
C 0.2998 -0.9599 -0.3060
C -0.2660 0.3964 -0.0650
H 0.5166 -1.0291 -1.3266
H -2.2041 1.2784 0.9020
H -0.4827 -1.7926 -0.0419
H -2.0218 0.9973 -0.9280
H 1.5549 -0.7826 1.3667
*
```

Properties
HOMO level (alpha / beta): -7.7 / -7.7 eV

The structure with the greatest stability is model one.